Record 1
C3H9BrN | ωB97M-V/def2-TZVPD

Structure (XYZ):
```
14
Properties=species:S:1:pos:R:3:forces:R:3
Br -1.281 2.126 1.191 -0.328 -0.340 -0.126
N 0.421 0.620 -1.300 0.452 0.673 0.042
C -0.998 -0.739 1.555 -2.856 -0.683 -1.919
C -1.680 0.360 0.783 -1.257 -0.518 -1.086
C 1.565 -0.212 -1.724 -0.251 -3.189 -0.414
H -0.620 -1.417 0.807 0.991 -0.006 -0.345
H 1.215 -1.356 -1.978 0.674 2.738 0.701
H 0.848 1.212 -0.571 -0.673 0.167 -0.853
H -2.556 0.148 0.075 1.342 0.798 1.043
H 0.081 1.213 -2.087 0.504 -0.544 1.021
H 2.271 -0.317 -0.828 -0.668 0.254 -1.677
H -1.810 -1.356 1.964 0.202 0.404 0.682
H -0.335 -0.356 2.234 1.804 0.313 1.776
H 2.025 0.125 -2.686 0.064 -0.066 1.157
```
Forces are in eV/Å.

Properties
LUMO (spin up / spin down) in eV: -4.2 / -10.4
Spin multiplicity: 3
Energy relative to the best compared isomer or geometry (same formula, charge and spin) in kJ/mol: 139.0
Charge: +1



Record 2
C29H46BrCoN3P2 | ωB97M-V/def2-TZVPD

Structure (XYZ):
```
82
Properties=species:S:1:pos:R:3:forces:R:3
Br 1.209 0.240 -2.754 0.242 0.494 -0.426
Co -0.281 0.806 -1.057 0.846 -1.245 0.518
P -0.641 -1.499 -0.931 0.263 0.873 -0.066
P 4.110 -0.236 -1.693 0.178 1.171 -0.214
N 0.731 1.000 0.739 0.339 0.823 0.569
N -5.881 -2.066 4.243 -0.074 0.166 0.404
N 0.965 1.473 2.893 0.391 -0.029 -0.722
C -5.038 0.182 4.331 -0.071 0.276 -0.336
C 0.329 1.791 1.747 0.532 -1.361 0.110
C 5.092 0.320 -4.350 0.240 0.442 -0.464
C -5.614 0.489 3.074 -0.758 -1.372 0.456
C 5.234 -0.979 -0.472 -0.296 -0.380 0.310
C -5.191 -1.103 4.869 -0.060 0.233 -0.520
C 1.803 0.244 1.239 -1.005 0.863 0.697
C -6.362 -0.540 2.453 0.156 -0.236 0.501
C 1.549 -3.298 -0.640 0.056 -0.244 -0.164
C -2.328 -1.416 -0.235 -0.586 -0.023 -0.231
C 0.467 -2.524 0.121 -0.050 0.060 0.649
C -5.249 1.678 2.335 -0.059 0.470 -0.157
C -4.062 1.664 -1.099 0.347 -0.202 -0.489
C 4.472 -0.723 -3.417 -0.443 -0.621 -0.214
C -6.498 -1.783 3.093 0.290 0.756 -0.263
C 6.667 -0.716 -0.922 0.720 0.105 -0.222
C -5.341 1.781 0.978 -0.180 0.627 0.166
C -1.717 1.969 -0.870 0.614 1.285 -1.591
C -2.373 -1.628 1.268 -0.118 -0.146 0.153
C -2.790 1.537 -1.662 -0.838 0.470 0.543
C -4.184 2.183 0.215 0.284 0.346 0.122
C 5.170 2.558 -1.928 0.559 0.092 -0.194
C 0.563 2.025 4.192 0.271 -0.018 0.229
C 4.061 1.594 -1.455 -0.946 0.356 0.183
C -0.702 -2.289 -2.568 -0.015 -0.285 -0.188
C -1.535 -1.542 -3.618 -0.434 0.089 -0.427
C 1.937 0.532 2.579 -0.102 -0.159 -0.151
C -1.883 2.945 0.103 -1.014 0.068 0.725
C -3.095 2.883 0.795 0.507 0.120 -0.296
H 4.655 1.335 -4.254 0.212 -0.700 0.049
H -4.422 0.932 4.840 -0.318 -0.301 -0.097
H -2.204 -2.247 -4.138 0.249 0.329 0.205
H 6.185 0.382 -4.218 -0.464 0.104 -0.001
H -1.962 -2.601 1.534 -0.173 0.053 0.224
H -0.386 2.604 1.736 0.028 -0.612 -0.120
H -3.407 -1.568 1.617 0.088 -0.090 0.018
H 2.347 -0.463 0.621 -0.158 0.314 0.221
H 4.901 -0.006 -5.390 0.166 0.137 0.510
H -1.812 -0.850 1.793 0.068 -0.057 -0.030
H 6.107 2.034 -2.152 -0.139 0.287 0.106
H -2.577 1.129 -2.651 -0.390 -0.052 0.283
H 6.759 -0.767 -2.023 0.164 -0.015 0.535
H -1.090 3.673 0.302 -0.296 -0.430 0.288
H -0.885 -1.079 -4.379 -0.328 -0.141 0.404
H -7.097 -2.582 2.640 0.312 0.318 0.190
H 2.515 -2.777 -0.628 -0.205 0.005 -0.018
H 0.325 -2.362 -2.947 -0.360 -0.096 0.278
H -2.971 -2.107 -0.801 0.154 -0.087 0.318
H -3.200 3.293 1.805 -0.001 0.276 -0.603
H 3.490 -1.015 -3.838 0.435 0.044 0.321
H -2.732 -0.413 -0.445 0.288 -0.598 -0.023
H 4.895 3.148 -2.822 -0.014 -0.511 0.405
H 5.356 3.288 -1.125 0.062 -0.315 -0.300
H 3.098 1.889 -1.928 0.614 -0.201 0.446
H -4.748 2.478 2.895 0.586 -0.699 -0.220
H 5.082 -1.645 -3.391 -0.247 0.344 0.089
H 5.023 -2.058 -0.365 0.045 0.446 -0.196
H -2.170 -0.751 -3.188 0.192 -0.349 -0.170
H 0.954 -1.863 0.857 -0.554 -0.319 -0.272
H 7.001 0.274 -0.583 -0.082 -0.259 -0.223
H 1.271 2.781 4.536 -0.024 -0.116 -0.060
H 1.269 -3.453 -1.683 0.235 -0.196 0.240
H 1.703 -4.282 -0.183 0.003 0.233 -0.103
H -1.087 -3.308 -2.424 0.099 0.116 0.045
H 0.494 1.227 4.943 0.004 0.219 -0.334
H -0.419 2.490 4.064 0.215 -0.142 0.085
H 3.934 1.749 -0.364 -0.119 -0.381 -0.492
H -6.780 -0.380 1.461 -0.071 -0.129 0.285
H -4.715 -1.365 5.827 -0.299 0.090 -0.546
H 5.040 -0.513 0.508 -0.085 -0.148 -0.349
H -4.956 1.283 -1.598 0.343 0.090 0.106
H -0.159 -3.202 0.727 0.163 0.162 -0.438
H 2.630 0.129 3.316 -0.345 0.190 -0.190
H -6.194 1.451 0.386 0.352 -0.877 0.282
H 7.346 -1.462 -0.488 -0.192 0.202 -0.153
```
Forces are in eV/Å.

Properties
LUMO (spin up / spin down) in eV: -7.1 / -7.6
Spin multiplicity: 4
Charge: +2



Record 3
C11H18 | ωB97M-V/def2-TZVPD

Structure (XYZ):
```
29
Properties=species:S:1:pos:R:3:forces:R:3
C -1.404 2.208 -1.456 -0.482 0.698 -0.468
C -0.287 2.764 -0.838 0.272 -1.074 0.032
C 1.161 -2.347 0.712 0.948 -0.228 0.044
C 2.317 -1.347 0.849 0.083 1.050 -0.465
C -1.342 1.746 -2.884 0.358 -0.456 0.061
C -0.284 3.043 0.521 -0.414 0.356 -0.039
C -2.613 2.453 0.596 -0.250 -0.291 -0.306
C -2.606 2.152 -0.764 0.134 -0.715 0.618
C -1.455 2.835 1.242 -0.342 0.915 0.081
C 1.506 -3.390 -0.358 -0.776 0.244 -0.142
C 0.916 -3.025 2.067 -0.140 0.385 -0.327
H 0.697 -4.117 -0.450 0.029 -0.155 0.136
H -0.644 0.915 -2.972 0.031 -0.262 0.100
H -3.533 2.373 1.159 -0.036 -0.023 0.009
H -0.959 2.464 -3.609 -0.286 0.368 0.163
H 2.322 -0.834 1.811 -0.018 -0.166 0.172
H -1.568 3.152 2.273 0.419 -0.208 0.078
H 0.236 -3.873 1.979 0.091 -0.057 0.049
H 0.295 -1.770 0.381 -0.202 -0.213 0.163
H 0.606 2.742 -1.447 0.301 0.523 0.192
H 1.565 -2.928 -1.349 0.379 0.013 0.112
H 2.425 -3.919 -0.110 0.089 0.026 -0.088
H -2.315 1.372 -3.178 -0.146 0.068 -0.317
H 2.227 -0.531 0.121 -0.210 -0.096 -0.073
H 3.328 -1.714 0.649 -0.198 -0.555 0.297
H -3.499 1.710 -1.208 0.201 0.341 -0.107
H 0.479 -2.312 2.767 0.010 -0.006 0.088
H 0.550 3.521 1.016 0.255 -0.265 -0.091
H 1.878 -3.341 2.478 -0.098 -0.218 0.030
```
Forces are in eV/Å.

Properties
LUMO in eV: 0.9
SMILES string: Cc1ccccc1.CC(C)C
Energy relative to the best compared isomer or geometry (same formula, charge and spin) in kJ/mol: 42.4



Record 4
C16H38FeN5SSeSi2Te | ωB97M-V/def2-TZVPD

Structure (XYZ):
```
65
Properties=species:S:1:pos:R:3:forces:R:3
Te 0.713 -1.591 -0.245 1.858 -0.295 -0.436
Se -5.861 -1.889 -1.562 -0.575 -0.041 -0.177
Fe -1.663 -0.924 0.177 -1.387 0.416 0.325
S -2.905 -0.981 2.502 0.612 -0.095 -0.089
Si 3.188 -0.706 1.797 -0.118 -0.097 0.129
Si 1.337 -3.256 -3.112 -0.150 0.170 -0.034
N -2.379 3.123 0.363 -0.243 -1.407 -0.847
N -3.065 -1.746 -0.801 0.388 -0.214 0.136
N -1.295 2.608 0.918 0.562 0.428 0.820
N -2.085 1.157 -0.461 -0.206 0.158 -0.017
N -1.123 1.447 0.431 0.261 -0.145 0.079
C -2.188 5.475 -0.340 0.038 -0.257 -0.049
C 1.891 -4.926 -3.836 -0.152 0.651 0.301
C -0.678 5.558 -0.129 -0.246 0.115 -0.037
C 1.894 0.259 2.824 0.537 -0.358 -0.400
C -2.869 2.209 -0.500 0.198 -0.008 0.307
C -2.545 5.128 -1.785 0.010 0.151 0.243
C -2.819 4.459 0.634 -0.076 1.249 0.037
C 4.927 0.044 1.949 -0.721 -0.275 -0.080
C 1.547 -3.333 -1.197 -0.531 -0.007 -0.627
C 3.180 -2.563 2.241 -0.042 0.744 -0.219
C -1.992 -2.406 3.180 -0.239 0.296 -0.014
C 2.416 -1.786 -3.667 -0.413 -0.607 0.176
C -2.386 0.280 3.710 -0.060 -0.330 -0.435
C -0.508 -2.925 -3.447 0.689 -0.109 0.189
C 2.586 -0.538 -0.021 -0.133 0.027 0.902
C -4.201 -1.818 -1.112 0.196 0.057 0.038
H 5.294 -0.048 2.965 0.050 -0.031 0.236
H 3.290 -0.957 -0.734 -0.159 -0.181 -0.226
H -2.631 6.446 -0.099 -0.021 -0.094 0.075
H -3.752 2.321 -1.092 -0.236 0.053 -0.141
H -2.178 -3.243 2.513 0.028 -0.094 -0.002
H -2.800 1.226 3.381 -0.013 0.160 0.000
H -0.255 6.300 -0.798 0.105 0.109 -0.102
H -0.447 5.853 0.891 0.092 0.006 0.119
H -0.189 4.608 -0.333 0.052 -0.079 -0.030
H 3.457 -1.920 -3.386 0.201 -0.110 0.066
H 0.882 -0.002 2.514 -0.099 -0.099 -0.007
H -3.907 4.481 0.552 0.056 -0.079 0.077
H 2.007 1.330 2.677 0.059 0.187 -0.057
H -1.113 -3.800 -3.231 -0.060 -0.209 0.051
H -0.930 -2.173 3.217 0.021 -0.082 0.010
H -1.305 0.331 3.749 0.135 0.094 0.029
H 3.908 -3.110 1.647 0.168 -0.050 -0.105
H -2.794 0.022 4.681 -0.054 -0.035 0.077
H -3.624 5.020 -1.897 -0.071 0.013 -0.127
H -2.519 4.694 1.656 -0.133 -0.096 -0.024
H 2.594 -3.387 -0.911 0.083 0.180 0.251
H -2.370 -2.638 4.175 0.009 -0.012 -0.057
H 2.387 -1.656 -4.743 -0.046 0.017 -0.233
H 5.636 -0.456 1.298 0.090 -0.165 -0.137
H 3.429 -2.718 3.286 0.042 0.011 0.179
H -2.065 4.202 -2.098 0.059 -0.058 -0.089
H -0.889 -2.112 -2.828 0.020 0.071 -0.053
H 4.934 1.098 1.690 -0.068 0.211 -0.044
H 1.041 -4.197 -0.781 -0.101 -0.112 0.149
H 1.990 0.062 3.887 0.020 -0.077 0.185
H 2.069 -0.861 -3.213 -0.123 0.134 0.064
H 1.247 -5.737 -3.507 -0.171 -0.061 0.108
H -0.682 -2.660 -4.485 0.013 0.059 -0.207
H 2.417 0.505 -0.276 -0.104 0.065 -0.103
H 2.908 -5.185 -3.558 0.199 0.046 0.084
H -2.207 5.915 -2.454 -0.009 0.012 -0.067
H 2.204 -3.011 2.055 -0.060 0.012 0.056
H 1.849 -4.902 -4.920 -0.031 0.066 -0.228
```
Forces are in eV/Å.

Properties
LUMO (spin up / spin down) in eV: -2.3 / -3.4
Spin multiplicity: 5
Energy relative to the best compared isomer or geometry (same formula, charge and spin) in kJ/mol: 127.5
Charge: +1



Record 5
C5H13N4O2S | ωB97M-V/def2-TZVPD

Structure (XYZ):
```
25
Properties=species:S:1:pos:R:3:forces:R:3
S 1.386 1.815 1.256 -0.226 0.624 0.533
O 1.846 1.357 2.526 0.168 -0.320 -0.056
O 2.250 2.072 0.142 0.159 -0.480 -0.106
N 0.654 3.236 1.510 -1.744 -0.380 0.682
N -1.702 1.542 0.810 1.072 0.334 0.734
N -1.268 -1.560 -0.801 -2.293 -1.213 -0.484
N 0.860 -0.777 0.627 -1.995 0.469 -0.541
C -1.063 0.647 0.220 0.158 -0.744 -1.259
C 0.288 0.353 0.741 1.685 0.128 0.031
C 2.242 -1.024 0.796 1.903 3.677 1.715
C -1.394 -0.146 -1.120 -2.154 4.192 0.245
C -1.129 -2.512 -1.932 1.704 0.245 -2.654
H -1.360 -3.468 -1.504 0.026 -0.631 -0.413
H -0.085 -2.461 -2.380 -0.728 -0.273 1.479
H 2.509 -2.003 0.539 0.410 -1.126 -0.739
H -1.609 -2.307 -2.936 -0.812 0.133 1.816
H -2.503 1.984 0.438 -1.411 -0.160 -0.789
H -0.290 3.258 1.929 0.985 -0.288 -0.043
H -0.403 -1.669 -0.220 0.371 0.362 0.482
H 2.552 -0.833 1.873 -0.496 -0.438 -1.063
H 2.792 -0.127 0.279 -0.467 -2.191 0.441
H 0.796 3.971 0.853 0.274 0.128 -0.772
H -2.443 0.290 -1.437 1.492 -1.870 0.742
H -0.816 0.261 -1.987 0.410 -1.082 0.922
H -2.108 -1.899 -0.221 1.508 0.906 -0.904
```
Forces are in eV/Å.

Properties
LUMO in eV: -4.1
SMILES string: [H]/N=C(C[NH2+]C)/C(=N/C)S(N)(=O)=O
Energy relative to the best compared isomer or geometry (same formula, charge and spin) in kJ/mol: 0.0
Charge: +1



Record 6
C3H4N2O | ωB97M-V/def2-TZVPD

Structure (XYZ):
```
10
Properties=species:S:1:pos:R:3:forces:R:3
O -0.400 0.198 2.247 -1.293 -0.334 -0.967
N 0.965 -0.930 0.600 0.114 0.241 -0.371
N -0.091 0.048 -1.118 0.573 0.058 -0.357
C -0.544 0.698 0.009 1.175 0.536 -0.683
C 0.163 0.052 1.037 0.176 0.124 -0.826
C 0.810 -0.865 -0.710 0.300 -0.271 -0.366
H -0.203 0.376 -2.060 -0.033 -0.183 -0.111
H -0.891 1.724 0.005 -0.257 -0.327 -0.048
H 1.340 -1.485 -1.409 0.016 -0.162 -0.125
H -1.150 0.184 1.398 -0.770 0.318 3.854
```
Forces are in eV/Å.

Properties
LUMO in eV: 0.7
Energy relative to the best compared isomer or geometry (same formula, charge and spin) in kJ/mol: 301.7



Record 7
C4H8NO | ωB97M-V/def2-TZVPD

Structure (XYZ):
```
14
Properties=species:S:1:pos:R:3:forces:R:3
O 2.544 -0.088 -0.787 -0.856 -0.324 0.332
N 0.085 -0.015 -0.210 -1.443 -1.587 0.573
C -0.811 -1.175 -0.551 -1.892 1.923 -1.639
C 1.603 -0.191 -0.107 0.856 0.296 0.365
C -0.547 1.297 -0.235 1.104 0.539 -1.738
C 0.777 -0.183 1.080 1.416 -0.475 2.179
H 0.840 0.732 1.672 0.147 0.268 -0.442
H -1.124 1.328 -1.154 -0.030 0.581 -0.021
H 0.322 1.968 -0.236 -0.699 0.496 -0.247
H -1.139 1.469 0.633 -0.566 -0.130 0.635
H 0.556 -0.949 1.865 0.104 -0.137 -1.462
H -1.032 -1.107 -1.706 0.090 -0.025 2.434
H -0.339 -2.117 -0.392 0.379 -0.539 0.495
H -1.734 -0.968 0.127 1.389 -0.888 -1.466
```
Forces are in eV/Å.

Properties
LUMO in eV: -4.7
SMILES string: C[N+]1(C)CC1=O
Energy relative to the best compared isomer or geometry (same formula, charge and spin) in kJ/mol: 244.3
Charge: +1